# 1
# C2H9NO3

A cluster of 3 separate species, C2H9NO3 in total in a non-equilibrium geometry (the ωB97M-V functional and the def2-TZVPD basis, the OMol25 dataset).

Kohn-Sham gap, eV: 10.46
Structure (SMILES): CC(N)=O.O.O
LUMO energy, eV: 0.57

Geometry as ORCA input:
```
! RIJCOSX wB97M-V def2-TZVPD def2/J DEFGRID3
* xyz 0 1
C 2.11699 2.60663 -2.32705
C 1.13160 1.55122 -1.96989
N 1.64113 0.78278 -0.94401
O 0.12280 1.17509 -2.54464
H 1.68878 3.56552 -2.30652
H 2.32368 2.45776 -3.41413
H 3.06398 2.61931 -1.75236
H 1.29138 -0.04054 -0.55445
H 2.56982 0.90175 -0.55440
H -2.69032 -1.93565 3.37510
H -3.05125 -2.81453 4.38056
O -3.17421 -1.96317 4.18788
H -3.07673 -2.82920 1.39975
H -1.77260 -3.46239 1.43869
O -2.18504 -2.61458 1.58548
*
```

# 2
# C2H9NO4

A cluster of 3 separate species, C2H9NO4 in total (the ωB97M-V functional and the def2-TZVPD basis, the OMol25 dataset).

Kohn-Sham gap, eV: 10.60
Structure (SMILES): CNC(=O)O.O.O
LUMO energy, eV: 0.28

Geometry as ORCA input:
```
! RIJCOSX wB97M-V def2-TZVPD def2/J DEFGRID3
* xyz 0 1
C -0.41296 -0.33582 -2.08105
N -1.39807 0.28559 -1.20194
C -1.04660 0.96223 -0.08945
O -0.05679 0.29309 0.60311
O -1.48451 2.00495 0.32392
H -0.46163 -1.42282 -2.02129
H 0.58082 -0.03360 -1.78261
H -0.55968 -0.02148 -3.10441
H -2.26740 0.52772 -1.64364
H -0.09391 0.65521 1.50189
H 0.89394 -2.47229 1.32489
H -0.38732 -1.69325 1.05703
O -0.05872 -2.57463 1.28167
H 2.80587 -0.53478 0.94606
H 2.80494 0.93993 0.50395
O 3.37146 0.17504 0.62950
*
```

# 3
# C2H9NO4

A cluster of 3 separate species, C2H9NO4 in total in a non-equilibrium geometry (the ωB97M-V functional and the def2-TZVPD basis, the OMol25 dataset).

Kohn-Sham gap, eV: 9.34
Structure (SMILES): NCC(=O)O.O.O
LUMO energy, eV: 0.46

Geometry as ORCA input:
```
! RIJCOSX wB97M-V def2-TZVPD def2/J DEFGRID3
* xyz 0 1
O -0.30946 -0.17314 0.38699
C 0.80059 -0.18690 -0.04040
O 1.22878 -1.04593 -0.96647
C 1.93273 0.72559 0.39666
N 1.43750 1.82188 1.14836
H 0.49915 -1.64019 -1.25055
H 2.57510 0.02284 0.96059
H 2.47463 0.96056 -0.51834
H 0.71733 1.63317 1.80203
H 2.10070 2.50804 1.45828
H -3.49589 1.66744 0.71870
H -2.36887 1.45393 -0.26832
O -2.54274 1.80261 0.60741
H -1.21930 -3.80152 -1.60697
H -2.32634 -2.77717 -1.61064
O -1.50390 -2.97121 -1.21734
*
```

# 4
# C2H9NO4

A cluster of 3 separate species, C2H9NO4 in total in a non-equilibrium geometry (the ωB97M-V functional and the def2-TZVPD basis, the OMol25 dataset).

Kohn-Sham gap, eV: 11.37
Structure (SMILES): O=CNCO.O.O
LUMO energy, eV: 0.56

Geometry as ORCA input:
```
! RIJCOSX wB97M-V def2-TZVPD def2/J DEFGRID3
* xyz 0 1
O -1.30734 1.25265 1.08745
C -1.23999 0.04390 1.24410
N -0.17131 -0.72814 0.94908
C 0.84566 0.02311 0.18753
O 0.55157 -0.02014 -1.19042
H -2.14543 -0.39970 1.67724
H -0.12529 -1.72162 1.00507
H 0.89790 1.06785 0.44458
H 1.77695 -0.52405 0.31909
H 0.22369 0.81335 -1.55537
H 2.14326 -2.50864 -0.16753
H 0.72228 -2.42355 -0.88753
O 1.44872 -3.00368 -0.64204
H -0.94413 2.33134 -0.19827
H -1.77308 2.83769 -1.33081
O -0.90346 2.95961 -0.94215
*
```

# 5
# C2H9NO4

A cluster of 3 separate species, C2H9NO4 in total in a non-equilibrium geometry (the ωB97M-V functional and the def2-TZVPD basis, the OMol25 dataset).

Kohn-Sham gap, eV: 10.80
Structure (SMILES): CNC(=O)O.O.O
LUMO energy, eV: 0.34

Geometry as ORCA input:
```
! RIJCOSX wB97M-V def2-TZVPD def2/J DEFGRID3
* xyz 0 1
C -1.48984 -0.35032 -1.45716
N -0.29722 -0.85444 -0.72495
C 0.52753 0.07102 -0.15992
O 1.09897 0.99234 -0.93522
O 0.88310 0.05840 1.00917
H -1.18341 0.54020 -1.99049
H -1.76581 -1.05759 -2.21577
H -2.24146 0.03348 -0.77603
H -0.63847 -1.59038 -0.08073
H 0.76853 1.08628 -1.82723
H 0.48809 -3.07144 1.24309
H 0.35962 -1.50866 1.51715
O -0.11897 -2.37016 1.48887
H 1.76250 2.52625 2.22074
H 0.69958 2.48520 1.01369
O 1.14725 3.00984 1.67477
*
```

# 6
# C2H9NO4

A cluster of 3 separate species, C2H9NO4 in total in a non-equilibrium geometry (the ωB97M-V functional and the def2-TZVPD basis, the OMol25 dataset).

Kohn-Sham gap, eV: 10.73
Structure (SMILES): O=CNCO.O.O
LUMO energy, eV: 0.48

Geometry as ORCA input:
```
! RIJCOSX wB97M-V def2-TZVPD def2/J DEFGRID3
* xyz 0 1
O 0.01845 1.85519 1.99169
C 1.05467 1.25905 1.90164
N 1.60747 0.93255 0.66570
C 0.86686 1.21343 -0.56926
O -0.17619 0.29374 -0.67434
H 1.68712 0.87430 2.69617
H 2.43494 0.29541 0.53914
H 0.41005 2.24668 -0.58611
H 1.56625 0.94645 -1.36200
H -0.72239 0.06952 0.08860
H -1.85737 -1.54781 0.37475
H -2.08778 -1.95214 1.86296
O -1.42993 -1.88576 1.16172
H -1.06310 -0.99655 -3.27109
H -1.21629 -1.67897 -1.94012
O -1.09277 -1.92510 -2.87945
*
```

# 7
# C2H9NO4

A cluster of 3 separate species, C2H9NO4 in total in a non-equilibrium geometry (the ωB97M-V functional and the def2-TZVPD basis, the OMol25 dataset).

Kohn-Sham gap (alpha / beta), eV: 8.23 / 3.58
LUMO energy (alpha / beta), eV: -5.61 / -10.26

Geometry as ORCA input:
```
! RIJCOSX wB97M-V def2-TZVPD def2/J DEFGRID3
* xyz 1 2
O -1.55414 -0.07823 0.89760
C -1.14924 -0.42701 2.00096
N 0.28761 -0.35023 2.12214
C 1.17229 -0.66454 0.91391
O 1.75369 -1.95706 0.80293
H -1.69016 -0.94480 2.82418
H 0.64840 -0.41611 3.03140
H 0.67784 -0.58202 -0.04327
H 2.00140 0.10418 0.99363
H 1.06560 -2.56658 0.79357
H -1.72375 0.89194 -2.62732
H -2.96668 0.86521 -3.45407
O -2.18582 1.36690 -3.34413
H 0.44437 1.46191 -1.39433
H 2.01598 1.68495 -1.46373
O 1.20260 1.61149 -2.05348
*
```

# 8
# C2H9NOS2

A cluster of 2 separate species, C2H9NOS2 in total in a non-equilibrium geometry (the ωB97M-V functional and the def2-TZVPD basis, the OMol25 dataset).

Kohn-Sham gap, eV: 9.61
Structure (SMILES): CSS.NCO
LUMO energy, eV: 0.54

Geometry as ORCA input:
```
! RIJCOSX wB97M-V def2-TZVPD def2/J DEFGRID3
* xyz 0 1
C 1.89539 2.20116 2.99715
S 0.50492 2.15509 1.82012
S -0.02932 0.33006 2.39989
H 1.81292 1.59546 3.85550
H 1.98870 3.26425 3.43458
H 2.86017 1.79489 2.43293
H 0.42098 -0.39843 1.39581
N -1.90559 -1.28922 -3.16801
C -1.18945 -1.50755 -1.91094
O 0.05961 -0.79862 -2.14859
H -1.24126 -1.65432 -3.83314
H -2.50744 -2.04825 -3.15484
H -1.89944 -1.04545 -1.18858
H -0.92460 -2.50583 -1.41521
H 0.15442 -0.09323 -1.51665
*
```

# 9
# C2H9NOS2

A cluster of 2 separate species, C2H9NOS2 in total in a non-equilibrium geometry (the ωB97M-V functional and the def2-TZVPD basis, the OMol25 dataset).

Kohn-Sham gap, eV: 8.92
Structure (SMILES): CSS.NCO
LUMO energy, eV: 0.51

Geometry as ORCA input:
```
! RIJCOSX wB97M-V def2-TZVPD def2/J DEFGRID3
* xyz 0 1
C -2.26849 1.66910 0.18824
S -1.08118 0.49028 0.94972
S -2.05621 -1.32689 0.54253
H -2.98963 1.91931 0.95998
H -2.66044 1.20556 -0.70792
H -1.76169 2.59263 -0.08392
H -2.41299 -0.95290 -0.71683
N 2.27037 0.15126 0.30295
C 1.88012 -1.16062 -0.08374
O 1.15938 -1.21551 -1.30568
H 2.79636 0.60667 -0.42075
H 2.78595 0.19690 1.17144
H 2.60703 -1.96025 -0.30529
H 1.28397 -1.62027 0.71110
H 0.44746 -0.59527 -1.20183
*
```

# 10
# C2H9NOS2

A cluster of 2 separate species, C2H9NOS2 in total in a non-equilibrium geometry (the ωB97M-V functional and the def2-TZVPD basis, the OMol25 dataset).

Kohn-Sham gap, eV: 8.52
Structure (SMILES): CSS.NCO
LUMO energy, eV: 0.53

Geometry as ORCA input:
```
! RIJCOSX wB97M-V def2-TZVPD def2/J DEFGRID3
* xyz 0 1
C 1.78006 0.28859 -1.91770
S 1.11231 0.80560 -0.30146
S 1.23217 -1.00988 0.75730
H 2.84706 0.49503 -1.90752
H 1.55445 -0.76423 -2.25743
H 1.52948 0.99769 -2.61558
H 0.22978 -0.64831 1.79734
N -1.94652 -0.17052 1.54645
C -2.40941 0.51689 0.32513
O -1.88731 -0.13536 -0.84866
H -1.44000 0.51500 2.20379
H -1.46216 -1.01264 1.41589
H -2.17590 1.56730 0.43489
H -3.48805 0.43930 0.17774
H -2.60616 -0.87707 -1.02303
*
```

# 11
# C2H9NS

A cluster of 3 separate species, C2H9NS in total in a non-equilibrium geometry (the ωB97M-V functional and the def2-TZVPD basis, the OMol25 dataset).

Kohn-Sham gap, eV: 9.83
Structure (SMILES): [H][H].C1CS1.N
LUMO energy, eV: 0.90

Geometry as ORCA input:
```
! RIJCOSX wB97M-V def2-TZVPD def2/J DEFGRID3
* xyz 0 1
N 1.11146 -2.12671 -0.91582
H 0.65304 -1.67026 -0.13234
H -0.19513 0.90314 -2.74920
H 0.59060 -1.74027 -1.70125
H 0.96947 -3.12588 -0.99583
C -1.09746 0.89646 0.88453
C 0.22791 1.16499 1.56944
S -0.51450 -0.56751 1.79035
H -0.13096 1.53273 -2.39740
H -1.13298 0.61017 -0.15718
H -1.93605 1.42413 1.32117
H 1.10863 1.02385 0.97169
H 0.34598 1.67517 2.51185
*
```

# 12
# C2H9NS

A cluster of 2 separate species, C2H9NS in total in a non-equilibrium geometry (the ωB97M-V functional and the def2-TZVPD basis, the OMol25 dataset).

Kohn-Sham gap, eV: 10.00
Structure (SMILES): CNC.S
LUMO energy, eV: 0.94

Geometry as ORCA input:
```
! RIJCOSX wB97M-V def2-TZVPD def2/J DEFGRID3
* xyz 0 1
S -1.97883 0.42734 -1.20079
H -1.67937 -0.37571 -2.24198
C 1.14555 -1.48266 0.89223
N 0.77185 -0.04494 0.89508
C 1.97056 0.80608 0.70096
H 0.14620 -2.07680 0.72950
H 1.65396 -1.71675 -0.06479
H 1.58815 -1.92032 1.78448
H 0.31927 0.30838 1.82851
H -1.22152 0.00015 -0.20403
H 2.74070 0.36159 0.01842
H 2.50396 1.30308 1.56157
H 1.51025 1.65307 -0.02377
*
```

# 13
# C2H9NS

A cluster of 2 separate species, C2H9NS in total in a non-equilibrium geometry (the ωB97M-V functional and the def2-TZVPD basis, the OMol25 dataset).

Kohn-Sham gap, eV: 9.41
Structure (SMILES): CSC.N
LUMO energy, eV: 1.00

Geometry as ORCA input:
```
! RIJCOSX wB97M-V def2-TZVPD def2/J DEFGRID3
* xyz 0 1
N 0.74355 2.77660 -2.82268
H 0.27085 1.88130 -2.79819
H 1.49727 2.63887 -3.45874
H 0.09864 3.45682 -3.19286
C 0.75243 -0.27696 1.90310
S -0.12620 -0.51033 0.25090
C -1.27571 -1.84075 0.76907
H 1.78402 -0.27183 1.55376
H 0.59571 0.74958 2.21020
H 0.44971 -1.07184 2.56296
H -2.23766 -1.86027 0.25567
H -1.44555 -1.68526 1.82700
H -0.93147 -2.84655 0.52416
*
```

# 14
# C2H9NS

A cluster of 2 separate species, C2H9NS in total in a non-equilibrium geometry (the ωB97M-V functional and the def2-TZVPD basis, the OMol25 dataset).

Kohn-Sham gap, eV: 6.24
LUMO energy, eV: -0.20

Geometry as ORCA input:
```
! RIJCOSX wB97M-V def2-TZVPD def2/J DEFGRID3
* xyz 0 1
S -0.63748 2.30403 0.32574
H -0.74786 2.72279 1.55208
C 1.27128 -1.60817 -1.18131
C -0.01843 -1.95279 -0.40421
N -0.05449 -0.93514 0.73030
H 1.39101 -2.31683 -1.96317
H 1.11898 -0.70688 -1.78364
H 2.22214 -1.49032 -0.58346
H -0.81125 -1.68956 -1.11874
H -0.05342 -3.03750 -0.07169
H 0.73661 -1.30288 1.33516
H -0.89589 -1.16210 1.27954
H 0.10363 0.03051 0.54306
*
```

# 15
# C2H9NS2

A cluster of 2 separate species, C2H9NS2 in total in a non-equilibrium geometry (the ωB97M-V functional and the def2-TZVPD basis, the OMol25 dataset).

Kohn-Sham gap, eV: 8.94
Structure (SMILES): CSS.CN
LUMO energy, eV: 0.72

Geometry as ORCA input:
```
! RIJCOSX wB97M-V def2-TZVPD def2/J DEFGRID3
* xyz 0 1
C 2.59151 0.68568 1.19163
N 1.67927 -0.31420 0.54224
H 3.13268 0.18096 1.99194
H 3.20639 1.18148 0.45115
H 1.96184 1.44307 1.65491
H 1.24287 -0.74870 1.35552
H 2.23084 -1.05208 0.12738
C -2.69098 0.53248 -0.40725
S -1.28352 0.15709 -1.51609
S -2.14920 -1.44440 -2.50958
H -3.09706 -0.43703 -0.13147
H -2.22461 0.97438 0.46773
H -3.47645 1.15104 -0.82636
H -1.12359 -2.30977 -2.39176
*
```

# 16
# C2H9NS2

A cluster of 2 separate species, C2H9NS2 in total in a non-equilibrium geometry (the ωB97M-V functional and the def2-TZVPD basis, the OMol25 dataset).

Kohn-Sham gap, eV: 9.23
Structure (SMILES): CNC.SS
LUMO energy, eV: 0.34

Geometry as ORCA input:
```
! RIJCOSX wB97M-V def2-TZVPD def2/J DEFGRID3
* xyz 0 1
S 2.72842 1.36393 -0.50754
S 1.12103 2.48274 -1.07807
H 2.07878 0.23648 -0.08085
H 0.82990 2.86913 0.21395
C -0.30271 -1.10200 1.28394
N -1.18102 -0.35400 0.43569
C -1.06735 -0.50570 -1.05011
H -0.35183 -0.75088 2.26911
H -0.61801 -2.14230 1.24890
H 0.77164 -1.09131 0.96577
H -0.98490 0.59801 0.69341
H 0.02293 -0.34751 -1.48000
H -1.63860 0.22333 -1.60082
H -1.40829 -1.47994 -1.31337
*
```

# 17
# C2H9NS2

A cluster of 2 separate species, C2H9NS2 in total (the ωB97M-V functional and the def2-TZVPD basis, the OMol25 dataset).

Kohn-Sham gap, eV: 8.91
Structure (SMILES): CNC.SS
LUMO energy, eV: 0.09

Geometry as ORCA input:
```
! RIJCOSX wB97M-V def2-TZVPD def2/J DEFGRID3
* xyz 0 1
S 1.97753 1.58304 -1.36064
S 1.95338 -0.10225 -2.62286
H 2.09223 0.84466 -0.24870
H 1.17732 0.51264 -3.52328
C -0.60131 0.38938 1.77261
N -1.25293 0.14153 0.49390
C -0.83585 -1.13440 -0.09033
H 0.43885 0.74687 1.72350
H -1.17974 1.09380 2.36405
H -0.61040 -0.52641 2.36182
H -0.90571 0.83747 -0.15932
H 0.25728 -1.23251 -0.15932
H -1.31722 -1.19170 -1.06810
H -1.19343 -1.96213 0.51667
*
```

# 18
# C2H9NS2

A cluster of 2 separate species, C2H9NS2 in total (the ωB97M-V functional and the def2-TZVPD basis, the OMol25 dataset).

Kohn-Sham gap, eV: 8.83
Structure (SMILES): CNC.SS
LUMO energy, eV: 0.13

Geometry as ORCA input:
```
! RIJCOSX wB97M-V def2-TZVPD def2/J DEFGRID3
* xyz 0 1
S 2.58506 -0.88863 0.91081
S 1.53617 0.64531 -0.06809
H 1.49950 -1.66920 0.99113
H 1.86308 1.59759 0.81606
C -2.68330 0.24723 -1.91201
N -3.03471 0.52028 -0.53243
C -2.28379 -0.31748 0.41807
H -3.19259 0.94515 -2.57317
H -3.01792 -0.75377 -2.18879
H -1.60546 0.29721 -2.12575
H -2.83540 1.49504 -0.34872
H -1.25407 0.03218 0.55232
H -2.79959 -0.27331 1.38145
H -2.28830 -1.33659 0.04999
*
```

# 19
# C2H9NS2

A cluster of 2 separate species, C2H9NS2 in total in a non-equilibrium geometry (the ωB97M-V functional and the def2-TZVPD basis, the OMol25 dataset).

Kohn-Sham gap (alpha / beta), eV: 4.72 / 0.55
LUMO energy (alpha / beta), eV: -5.32 / -9.50

Geometry as ORCA input:
```
! RIJCOSX wB97M-V def2-TZVPD def2/J DEFGRID3
* xyz 1 2
S 0.65355 3.71023 2.61124
S 0.99881 4.41393 0.82520
H 1.75151 3.10384 2.78745
H -0.03672 4.02271 0.14907
C -0.92571 -4.11570 -1.76831
N -1.01267 -5.58785 -1.75427
C -1.21999 -6.22124 -3.06899
H -0.03821 -3.70511 -2.32907
H -1.89307 -3.66640 -2.27032
H -0.99314 -3.66530 -0.77193
H -1.64242 -5.82550 -0.97599
H -1.02629 -7.30936 -2.89707
H -0.36090 -5.84483 -3.70724
H -2.23565 -5.96005 -3.66418
*
```

# 20
# C2H9O3

A cluster of 3 separate species, C2H9O3 in total (the ωB97M-V functional and the def2-TZVPD basis, the OMol25 dataset).

Kohn-Sham gap, eV: 8.56
LUMO energy, eV: 4.34

Geometry as ORCA input:
```
! RIJCOSX wB97M-V def2-TZVPD def2/J DEFGRID3
* xyz -1 1
C -1.69971 -0.50611 0.80265
O -1.22369 0.78544 1.08630
C -0.61528 -1.43751 0.27579
H -2.03915 -0.92387 1.74030
H -2.55363 -0.47675 0.11718
H 0.31686 -1.33429 0.83339
H -0.90379 -2.49747 0.32893
H -0.37687 -1.24383 -0.77714
H 0.53962 2.24344 -0.83764
H -0.57326 1.05019 0.32612
O 0.48624 1.28136 -0.80370
H 3.53387 0.93669 -1.50939
H 2.05399 1.05894 -0.89593
O 3.05481 1.06379 -0.68685
*
```